Formula: C5H16N3O3PtS
Source: the OMol25 dataset
Level of theory: wB97M-V/def2-TZVPD

## Properties
Kohn-Sham gap (eV): 8.17
Highest occupied orbital energy (eV): -23.114
Net charge: +3

Last column: Mulliken charge in e.
Atoms and positions in Å:
Pt -0.318 0.053 -0.218  1.471
N 0.134 -1.913 0.340  -0.522
C 0.638 -2.657 -0.861  -0.491
C 0.009 -2.064 -2.099  -0.544
N 0.184 -0.553 -2.096  -0.423
C 1.506 0.019 -2.591  -0.500
C 2.454 0.068 -1.427  -0.471
N 1.655 0.686 -0.304  -0.628
H 0.716 -2.090 1.164  0.343
H -0.793 -2.269 0.600  0.425
H 0.390 -3.716 -0.765  0.460
H 1.721 -2.575 -0.874  0.248
H -1.067 -2.246 -2.143  0.405
H 0.456 -2.459 -3.013  0.414
H -0.547 -0.144 -2.690  0.429
H 1.279 1.027 -2.944  0.404
H 1.842 -0.579 -3.439  0.409
H 3.334 0.685 -1.615  0.454
H 2.791 -0.912 -1.101  0.226
H 1.610 1.704 -0.443  0.399
H 2.108 0.555 0.606  0.401
C -4.102 1.515 -0.130  -0.790
S -2.420 1.590 0.330  1.204
O -1.504 1.589 -0.912  -0.658
O -2.100 2.553 1.298  -0.407
O -1.945 0.098 0.803  -0.442
H -4.253 2.373 -0.796  0.422
H -4.676 1.649 0.790  0.395
H -4.315 0.572 -0.630  0.364